No. 1
A cluster of 2 separate species, C3H8O3 in total, computed with ωB97M-V/def2-TZVPD.

The geometry in XYZ format:
```
14
Properties=species:S:1:pos:R:3:mulliken_charge:R:1
C 1.03 0.85 0.10 -0.98
C 0.28 -0.41 -0.56 0.11
C -0.93 -0.79 0.15 -0.18
H -0.65 1.65 -0.26 0.36
H 0.96 0.83 1.15 0.50
H 2.08 1.01 -0.29 0.43
H 0.21 -0.38 -1.65 0.35
H 1.98 -0.71 0.60 0.36
H -0.96 -2.12 0.09 0.25
H -0.63 -0.38 1.34 0.15
H -2.88 -0.04 0.35 0.35
O 0.24 1.87 -0.33 -0.54
O 1.34 -1.41 -0.34 -0.59
O -2.08 0.02 -0.37 -0.55
```

Energy relative to the best compared isomer or geometry (same formula, charge and spin): 134.2 kcal/mol
Multiplicity: 1
Orbital gap: 10.328 eV
HOMO: -9.84 eV



No. 2
A structure of composition C11H30AlClINOP2, computed with ωB97M-V/def2-TZVPD.

The geometry in XYZ format:
```
48
Properties=species:S:1:pos:R:3:mulliken_charge:R:1
C 0.19 -0.95 1.35 -1.46
I -1.44 1.46 -2.13 -0.08
H 0.56 -2.01 1.75 0.27
H -0.83 -0.79 1.67 0.23
H 0.70 -0.24 2.01 0.23
Al 1.48 -2.49 -1.19 0.61
P -1.65 -1.96 -0.67 0.48
C -3.12 -0.88 -0.16 -1.08
C -2.55 -2.53 -2.18 -1.15
H -3.52 -2.93 -1.86 0.45
H -3.31 -3.63 -0.01 0.47
H -1.93 -3.32 -2.63 0.37
H -1.64 -4.25 0.12 0.36
H -3.22 0.02 -0.80 0.25
H -2.66 -1.66 -2.86 0.31
C -2.29 -3.39 0.33 -1.21
H -4.08 -1.42 -0.25 0.43
H -2.28 -3.22 1.41 0.35
H -3.08 -0.49 0.88 0.25
P 2.73 -0.34 -0.80 1.05
C 3.06 1.39 -0.34 -1.03
C 4.03 -1.22 0.17 -1.33
H 3.43 -1.39 -2.83 0.45
H 4.56 -0.08 -2.24 0.44
H 2.97 0.36 -3.07 0.40
C 3.52 -0.36 -2.44 -1.33
H 3.95 -2.29 -0.05 0.40
H 4.99 -0.83 -0.21 0.44
H 4.14 1.60 -0.43 0.47
H 2.77 1.66 0.69 0.29
H 3.91 -1.06 1.25 0.35
H 2.55 2.10 -1.02 0.32
Cl 1.35 -4.34 -1.70 -0.03
C -1.34 3.86 1.73 -1.07
N -0.95 2.83 0.83 0.08
C -0.83 3.23 -0.59 -0.90
C -0.56 1.65 1.34 0.92
C -0.59 1.28 2.77 -1.50
O -0.15 0.85 0.49 0.18
H -1.59 4.74 1.04 0.27
H -0.46 3.98 2.36 0.37
H -2.17 3.41 2.26 0.39
H 0.09 3.21 -1.12 0.22
H -1.74 2.73 -1.17 0.36
H -1.27 4.20 -0.79 0.34
H -1.26 0.41 2.91 0.39
H 0.40 0.83 3.02 0.49
H -0.86 2.28 3.16 0.47
```

Multiplicity: 1
Orbital gap (spin up / spin down): 4.963 / 3.882 eV
HOMO (spin up / spin down): -13.96 / -12.81 eV
Total charge: +2



No. 3
A structure of composition C7H14O2, computed with ωB97M-V/def2-TZVPD.

The geometry in XYZ format:
```
23
Properties=species:S:1:pos:R:3:mulliken_charge:R:1
C 2.20 -1.14 0.03 -0.05
C -1.14 0.29 -0.34 0.53
C 0.92 -1.64 -0.21 -0.94
C 1.24 1.22 0.37 -1.61
C -1.84 1.58 0.08 -1.55
C -2.15 -0.87 -0.29 -1.47
C 0.06 -0.07 0.60 0.99
O 3.00 -0.77 -0.98 -0.43
O -0.14 -0.30 1.79 -0.69
H 3.78 -0.30 -0.64 0.38
H 2.58 -1.09 1.04 0.47
H -0.75 0.40 -1.35 0.25
H 0.64 -1.73 -1.25 0.34
H 0.59 -2.47 0.41 0.37
H 2.10 1.20 1.03 0.39
H 1.51 1.35 -0.68 0.34
H 0.64 2.07 0.68 0.47
H -2.75 1.71 -0.50 0.44
H -2.09 1.55 1.14 0.33
H -1.22 2.46 -0.10 0.35
H -1.70 -1.81 -0.60 0.35
H -2.99 -0.66 -0.96 0.44
H -2.52 -0.99 0.73 0.30
```

Energy relative to the best compared isomer or geometry (same formula, charge and spin): 79.2 kcal/mol
Multiplicity: 1
Orbital gap (spin up / spin down): 8.275 / 8.274 eV
HOMO (spin up / spin down): -8.03 / -8.02 eV



F_max (eV/A)
6.18 7.75 4.86